1.
Molecular formula: C17H47N5O22S4
Method: DFT, ωB97M-V/def2-TZVPD

Values from the calculation:
HOMO energy (eV): -8.893
Total charge: 0
Energy relative to the best compared isomer or geometry (same formula, charge and spin) (kcal/mol): 676.5

Each line ends with the Löwdin charge.
Cartesian coordinates (Å):
S -0.756 -3.956 -2.910  0.72
S 2.435 3.475 -0.201  0.76
S -3.523 -3.152 2.221  0.75
S 3.663 -1.619 1.863  0.69
O 4.596 -1.606 0.524  -0.31
O 0.816 -0.052 0.737  -0.20
O -2.176 3.181 1.046  0.01
O -0.788 -1.942 2.496  0.05
O -4.842 -3.467 1.703  -0.27
O 4.353 -0.931 2.907  -0.31
O 2.773 -1.583 -1.013  0.12
O -0.349 -5.207 -2.338  -0.25
O 2.754 4.355 1.149  -0.26
O -2.355 -4.042 2.004  -0.27
O 3.303 -3.015 2.097  -0.30
O -2.888 2.476 -0.877  0.09
O -2.492 0.350 -1.235  -0.23
O 0.598 -1.511 -0.694  -0.08
O 0.687 -3.260 1.768  0.14
O -0.054 1.698 -0.299  -0.09
O 3.670 3.437 -0.899  -0.25
O -0.959 -2.771 -1.715  -0.35
O 1.239 4.179 -0.796  -0.37
O -1.834 -3.961 -3.893  -0.28
O -3.015 -1.622 1.748  -0.36
O -2.430 5.288 0.593  0.08
N -0.137 0.661 0.390  -0.15
N -1.877 4.209 0.414  -0.41
N -0.336 -2.694 1.708  -0.43
N -2.391 1.517 -1.508  -0.25
N 1.633 -1.147 -1.281  -0.25
C -1.496 0.236 0.767  0.05
C -3.748 -2.813 3.988  -0.09
C -3.061 -1.539 -2.245  -0.06
C -1.554 1.840 -2.712  0.10
C 0.780 -3.256 -3.754  -0.07
C 2.092 1.866 0.529  -0.13
C 1.840 5.982 2.473  -0.04
C -3.962 -0.759 1.164  -0.21
C -0.775 4.161 -0.517  -0.06
C -3.973 -0.899 -0.375  -0.08
C -1.496 -1.524 -2.145  -0.23
C 1.364 -0.184 -2.467  0.12
C 1.760 4.451 2.144  -0.25
C 6.874 -0.891 0.708  -0.07
C 2.123 -0.610 1.292  -0.27
C -1.047 -2.728 0.415  -0.03
C 5.447 -0.475 0.306  -0.25
H 1.555 -3.108 -3.003  0.06
H 1.049 6.258 3.170  0.08
H 1.378 -0.393 2.057  0.16
H 2.831 6.222 2.859  0.08
H 7.671 -0.212 0.405  0.07
H -2.772 -2.416 4.267  0.06
H -1.746 0.157 1.825  0.14
H -1.111 -1.043 -3.045  0.10
H -1.231 4.051 -1.501  0.11
H -3.365 -2.127 -3.111  0.10
H 1.685 -1.097 0.421  0.05
H 2.264 1.104 -0.232  0.08
H 2.039 3.906 3.046  0.13
H -2.040 -2.290 0.521  0.07
H 7.086 -1.205 1.730  0.08
H 1.811 -0.641 -3.350  0.11
H 0.937 -4.117 -4.404  0.07
H 7.183 -1.848 0.286  0.07
H -4.761 -0.349 -0.888  0.15
H -4.994 -0.791 1.513  0.13
H -2.227 0.949 0.386  0.08
H -0.168 5.055 -0.377  0.12
H 5.129 0.324 0.977  0.10
H -3.541 -0.567 -2.355  0.11
H 1.028 1.907 0.762  0.06
H -1.150 -3.795 0.220  0.13
H -1.231 -0.838 -1.341  0.08
H -4.488 -2.036 4.182  0.07
H -2.996 -0.504 -0.654  -0.10
H 5.349 -0.305 -0.766  0.12
H 1.748 6.604 1.583  0.08
H 2.616 1.738 1.475  0.12
H -4.001 -1.897 -0.813  0.06
H -1.909 2.667 -3.327  0.12
H -4.054 -3.759 4.435  0.08
H -0.606 -2.127 -0.381  0.01
H -1.694 -0.710 0.264  0.08
H 0.282 -0.193 -2.599  0.05
H 0.394 -2.403 -4.313  0.05
H 0.770 4.155 1.799  0.11
H -3.627 0.269 1.305  0.11
H -0.521 1.844 -2.363  0.08
H 2.546 0.366 1.052  0.02
H -3.489 -1.969 -1.339  -0.02
H -0.267 3.261 -0.168  0.04
H 1.691 0.809 -2.158  0.10
H -1.541 0.944 -3.333  0.09

2.
Molecular formula: C17H48O10S7V
Method: DFT, ωB97M-V/def2-TZVPD

Values from the calculation:
HOMO energy (spin up / spin down) (eV): -13.994 / -16.072
Multiplicity: 5
Expectation value of S²: 6.010
Total charge: +3

Each line ends with the Löwdin spin population.
Cartesian coordinates (Å):
V -0.216 -0.061 -0.199  2.73
S -1.511 -1.127 2.867  0.01
S -3.481 -0.763 -1.609  0.16
S 2.184 -2.382 1.402  0.02
S 0.750 -2.688 -2.067  0.09
S -0.335 2.108 -3.015  0.00
S 3.286 0.199 -1.546  0.01
S 1.760 1.637 2.330  0.01
O -0.820 4.244 0.280  0.00
O 1.847 -0.003 -1.062  0.02
O -0.280 -1.828 -1.334  0.21
O 1.060 1.064 1.083  0.02
O 0.930 -1.597 1.010  0.04
O -2.438 3.449 1.487  0.00
O -1.265 2.046 0.190  0.02
O -1.114 -0.113 1.800  0.03
O -2.240 -0.486 -0.766  0.46
O -0.207 0.724 -2.339  0.02
C -3.940 -2.525 -1.268  0.03
C -3.034 -0.493 3.706  0.00
C -3.281 2.415 1.934  0.00
C 0.083 -4.416 -2.203  0.01
C -1.076 5.567 0.820  0.00
C 4.191 1.206 -0.240  0.00
C 1.165 2.985 -2.336  0.00
C 0.445 1.854 -4.649  0.00
C 2.391 -1.971 3.193  0.01
C 4.390 -1.309 -1.263  0.00
C -1.509 3.175 0.624  0.00
C 1.636 -4.168 1.656  0.00
C 0.818 -2.145 -3.871  0.02
C -2.217 -2.542 1.861  0.00
C -2.938 -0.886 -3.378  0.05
C 1.806 3.526 2.138  0.00
C 0.602 1.584 3.847  0.00
H 1.127 -4.491 0.747  0.00
H -1.003 5.704 1.899  0.00
H 0.814 3.949 2.300  0.00
H -3.499 -1.315 4.251  0.00
H 3.663 2.157 -0.172  0.00
H -4.117 2.764 2.540  0.00
H 4.232 0.744 0.747  0.00
H -2.065 5.764 0.405  0.00
H -3.727 -0.133 2.945  0.00
H 1.032 -4.203 2.562  0.00
H 1.427 -2.945 -4.293  0.00
H -2.653 1.811 2.589  0.00
H -0.344 1.455 -5.287  0.00
H -2.682 -3.154 2.635  0.00
H 3.019 -2.749 3.627  0.00
H 0.489 0.606 4.315  0.00
H -2.643 0.071 -3.809  0.00
H 1.375 -1.991 3.587  0.00
H 1.046 3.062 -1.255  0.00
H -0.370 1.995 3.575  0.00
H 2.417 3.877 2.970  0.00
H 0.160 -5.001 -1.287  0.00
H -2.799 0.203 4.511  0.00
H -3.053 -3.114 -1.034  0.00
H -2.109 -1.593 -3.359  0.01
H 3.773 -2.207 -1.235  0.00
H 2.382 -4.951 1.793  0.00
H -0.992 -4.357 -2.374  0.00
H 1.166 2.216 4.534  0.00
H -3.641 1.849 1.074  0.00
H 0.535 -5.043 -2.972  0.00
H -0.427 6.278 0.308  0.00
H 1.285 3.964 -2.799  0.00
H 5.105 -1.149 -0.456  0.00
H -3.685 -1.364 -4.012  0.00
H 2.865 -0.995 3.302  0.00
H 0.674 2.799 -5.140  0.00
H 4.987 -1.499 -2.155  0.00
H -2.807 -2.152 1.031  0.00
H -4.586 -2.583 -0.393  0.00
H -4.411 -2.973 -2.143  0.00
H 2.118 2.476 -2.481  0.00
H 1.185 1.054 -4.633  0.00
H 5.191 1.486 -0.571  0.00
H -1.354 -3.095 1.491  0.00
H 2.253 3.601 1.147  0.00
H 1.360 -1.203 -3.805  0.00
H -0.154 -1.902 -4.302  0.00

3.
Molecular formula: C17H52O17
Method: DFT, ωB97M-V/def2-TZVPD

Values from the calculation:
HOMO energy (eV): -9.166
SMILES: OCCO.OCCO.OCCO.OCCO.OCCO.OCCO.OCCO.OCCO.CO
Total charge: 0
Energy relative to the best compared isomer or geometry (same formula, charge and spin) (kcal/mol): 48.6

Each line ends with the Löwdin charge.
Cartesian coordinates (Å):
O -1.729 -6.454 -1.056  -0.07
O -1.726 4.294 -2.487  -0.07
O 2.635 -0.300 2.610  -0.09
O 3.360 2.158 2.229  -0.05
O 0.588 0.641 -5.850  -0.04
O -1.772 2.042 -0.704  -0.06
O 1.841 2.655 -4.020  -0.06
O 4.629 -1.074 4.781  -0.05
O -3.545 2.617 -3.942  -0.07
O -2.113 1.861 2.284  -0.05
O 0.346 -4.840 3.228  -0.06
O -4.931 -0.053 -3.214  -0.05
O -0.217 1.905 4.543  -0.02
O -1.338 -3.624 -1.966  -0.07
O -0.379 0.070 0.285  -0.12
O 2.720 4.226 -0.030  -0.06
O 0.433 -2.223 1.717  -0.08
C -1.885 0.812 3.254  -0.23
C -4.341 2.260 -2.780  -0.20
C -1.487 4.449 -1.079  -0.22
C 0.142 -0.348 -0.973  -0.10
C 3.710 -1.176 2.390  -0.20
C -0.256 -4.522 -1.750  -0.23
C 3.970 -1.896 3.752  -0.20
C -0.456 0.826 3.642  -0.26
C -0.333 -3.629 3.615  -0.21
C 3.822 2.244 0.933  -0.26
C -4.096 0.746 -2.473  -0.28
C -0.687 -2.792 2.378  -0.20
C -0.991 3.175 -0.516  -0.29
C -0.681 -5.505 -0.671  -0.22
C 0.510 2.149 -3.975  -0.23
C 2.795 2.835 -0.104  -0.24
C 0.484 0.707 -4.469  -0.28
H 3.033 -2.261 4.173  0.10
H -4.444 -0.293 -4.006  0.09
H 5.559 -1.051 4.544  0.08
H 0.653 1.724 4.905  0.09
H 0.342 -3.061 4.255  0.11
H -0.174 2.784 -4.538  0.13
H -4.133 2.925 -1.942  0.10
H -1.411 -2.028 2.662  0.11
H 1.840 -0.836 2.558  0.06
H -0.197 -0.653 0.889  0.04
H 3.338 -1.877 1.643  0.11
H 0.104 1.040 2.732  0.11
H 4.608 -0.708 1.985  0.13
H 3.100 1.255 2.429  0.01
H -0.455 0.191 -4.270  0.11
H -4.355 0.543 -1.434  0.12
H 1.175 -0.107 -1.225  0.09
H 3.071 2.485 -1.099  0.11
H 1.805 2.462 0.159  0.09
H -5.420 2.382 -2.876  0.11
H 2.543 4.622 -0.886  0.08
H -2.583 0.844 4.091  0.13
H 2.068 2.819 -4.938  0.07
H -0.798 5.280 -0.927  0.12
H -2.138 -4.136 -2.106  0.08
H 3.991 1.230 0.572  0.09
H 1.087 -2.902 1.534  0.10
H 0.026 3.056 -0.887  0.10
H -2.423 4.803 -0.646  0.12
H -3.045 0.526 -2.660  0.11
H 4.810 2.677 0.778  0.12
H -3.061 1.783 2.156  0.09
H -0.514 0.054 -1.745  0.07
H -1.169 -3.924 4.248  0.12
H -3.974 2.150 -4.662  0.08
H 1.152 -4.811 3.748  0.08
H -2.054 -6.862 -0.250  0.08
H 4.473 -2.832 3.511  0.11
H -0.191 -0.186 3.947  0.11
H -2.144 -0.129 2.769  0.09
H -0.847 3.356 0.549  0.12
H 0.191 -6.060 -0.327  0.12
H -1.139 -4.902 0.114  0.10
H 0.526 -3.909 -1.302  0.11
H 0.110 2.139 -2.961  0.09
H -1.209 -3.472 1.706  0.11
H 1.246 0.169 -3.907  0.11
H -1.269 1.330 -0.302  0.01
H -0.003 -1.420 -1.103  0.07
H 1.348 1.162 -6.117  0.08
H 0.129 -5.067 -2.612  0.12
H -2.197 3.458 -2.511  0.02

4.
Molecular formula: C17H52O9
Method: DFT, ωB97M-V/def2-TZVPD

Values from the calculation:
HOMO energy (eV): -9.517
SMILES: CC(C)O.CC(C)O.CC(C)O.CC(C)O.CO.CO.CO.CO.CO
Total charge: 0
Energy relative to the best compared isomer or geometry (same formula, charge and spin) (kcal/mol): 73.0

Each line ends with the Löwdin charge.
Cartesian coordinates (Å):
O 1.384 -0.706 -4.976  -0.04
O 4.024 3.571 2.511  -0.06
O -0.710 -2.226 -1.554  -0.09
O -4.384 0.812 2.578  -0.11
O 2.023 4.158 -0.371  -0.06
O -2.992 -2.086 -2.986  -0.15
O -3.663 -3.778 4.394  -0.13
O 0.258 -4.253 0.063  -0.18
O 1.824 -3.139 2.534  -0.12
C -0.005 -5.667 0.275  -0.08
C 1.580 5.263 -2.538  -0.05
C 0.826 0.579 -4.878  -0.53
C 1.793 4.285 3.197  -0.04
C -3.940 -1.098 -2.450  -0.12
C 0.050 -1.081 -1.152  -0.45
C 2.941 3.276 3.360  -0.50
C 1.111 4.336 -1.404  -0.53
C 1.534 -1.288 -1.189  -0.05
C 0.704 2.966 -1.923  -0.05
C 2.638 1.774 3.301  -0.05
C 1.794 -2.456 3.774  -0.13
C 1.583 1.533 -5.744  -0.05
C -3.057 -4.681 5.338  -0.14
C -0.683 0.623 -5.047  -0.04
C -4.900 -0.484 2.678  -0.19
C -0.353 -0.839 0.344  -0.04
H 1.290 -1.515 3.721  0.06
H 0.743 5.714 -3.053  0.07
H 1.361 2.533 -5.323  0.09
H 1.584 2.418 -2.289  0.09
H 0.919 -1.201 -5.663  0.10
H -0.056 0.177 0.640  0.06
H 0.315 2.455 -1.052  0.07
H 2.285 4.739 -3.238  0.09
H 3.518 1.217 3.560  0.07
H 0.625 -3.894 0.895  0.05
H -4.782 -1.171 -3.117  0.07
H 3.411 3.420 4.327  0.13
H -5.444 -0.581 3.619  0.08
H -2.312 -2.236 -2.330  0.00
H -1.192 -0.237 -4.652  0.07
H 0.707 -5.998 1.023  0.08
H 0.206 -6.060 -0.722  0.09
H 2.807 -2.161 4.051  0.08
H -1.031 -5.762 0.668  0.09
H -5.558 -0.838 1.892  0.07
H 1.898 -0.461 -0.523  0.09
H -1.073 1.439 -4.437  0.07
H 1.744 -2.235 -0.640  0.08
H -2.207 -4.318 5.873  0.06
H -0.388 -2.987 -1.020  0.06
H 0.236 4.852 -0.934  0.14
H 2.255 6.043 -2.134  0.08
H -4.100 -1.267 2.603  0.08
H 2.648 1.454 -5.717  0.07
H 1.820 1.476 3.931  0.07
H 1.148 4.157 4.027  0.06
H 1.198 4.040 2.308  0.07
H 1.288 1.410 -6.755  0.07
H -1.438 -0.885 0.470  0.07
H 0.160 -1.543 1.003  0.06
H -2.826 -5.562 4.784  0.07
H 3.702 3.394 1.598  0.09
H 1.973 -1.129 -2.186  0.08
H 1.032 0.900 -3.875  0.09
H -3.557 -0.104 -2.457  0.06
H 2.652 -2.892 2.140  0.07
H 2.137 5.287 3.144  0.07
H -4.305 -1.427 -1.504  0.06
H -1.051 0.771 -6.068  0.08
H -4.020 -3.023 4.855  0.06
H -3.659 0.846 1.933  0.08
H 1.393 -3.070 4.567  0.08
H 2.270 1.473 2.303  0.08
H -0.238 -0.247 -1.807  0.13
H 2.419 4.991 -0.064  0.10
H -0.108 3.123 -2.630  0.08
H -3.782 -4.919 6.118  0.08

5.
Molecular formula: C17H52O9
Method: DFT, ωB97M-V/def2-TZVPD

Values from the calculation:
HOMO energy (eV): -9.482
SMILES: CC(C)O.CC(C)O.CC(C)O.CC(C)O.CO.CO.CO.CO.CO
Total charge: 0
Energy relative to the best compared isomer or geometry (same formula, charge and spin) (kcal/mol): 26.4

Each line ends with the Löwdin charge.
Cartesian coordinates (Å):
O -2.806 -2.995 2.045  -0.12
O 1.843 -0.360 2.333  -0.06
O -1.341 4.847 0.318  -0.06
O 1.940 1.499 -1.821  -0.06
O -1.921 -5.407 -2.194  -0.05
O -3.260 -0.274 -2.081  -0.15
O -0.048 -2.418 1.975  -0.17
O 0.213 4.288 2.675  -0.12
O -0.588 0.416 -1.374  -0.14
C -2.555 2.758 0.118  -0.04
C -1.588 -4.222 -1.443  -0.48
C -2.163 4.277 -1.858  -0.05
C -1.453 -3.075 -2.418  -0.04
C -3.540 0.483 -3.232  -0.16
C 4.185 0.003 2.423  -0.05
C 2.791 2.214 -0.899  -0.47
C 0.836 3.014 2.517  -0.13
C -0.303 -4.453 -0.686  -0.06
C -0.589 -0.315 -0.160  -0.14
C 3.215 -1.709 0.856  -0.04
C -3.766 -2.615 1.070  -0.12
C 3.087 -1.028 2.207  -0.50
C 4.249 1.902 -1.167  -0.05
C -1.626 3.742 -0.559  -0.50
C 2.516 3.707 -0.970  -0.05
C 0.458 -3.575 2.640  -0.12
H -0.717 -3.342 -3.180  0.09
H 4.569 2.347 -2.109  0.08
H -4.703 -2.292 1.532  0.09
H -0.987 -2.571 1.775  0.05
H 4.206 -2.144 0.681  0.08
H -3.362 -1.768 0.517  0.07
H 1.421 -3.328 3.082  0.07
H -2.396 -4.017 -0.732  0.10
H -0.682 3.215 -0.758  0.11
H -2.619 1.839 -0.477  0.06
H 0.298 0.804 -1.484  0.05
H 0.512 -4.706 -1.364  0.09
H 4.856 2.338 -0.367  0.09
H -2.617 -5.883 -1.737  0.08
H -2.169 2.443 1.089  0.07
H -2.747 0.391 -3.981  0.08
H -3.187 4.643 -1.806  0.08
H 2.503 1.867 0.096  0.11
H 2.063 1.891 -2.693  0.11
H -0.391 -5.273 0.033  0.08
H -1.513 5.084 -2.207  0.08
H 0.559 -4.421 1.955  0.07
H -0.708 4.512 0.970  0.03
H -0.026 -1.247 -0.251  0.06
H -4.460 0.088 -3.667  0.08
H -0.030 -3.556 -0.116  0.05
H 0.979 2.498 3.468  0.08
H -3.129 -3.753 2.538  0.10
H 3.198 -1.783 3.005  0.13
H -2.103 3.495 -2.622  0.07
H 4.196 0.349 3.456  0.08
H -1.621 -0.560 0.105  0.07
H -3.577 3.124 0.215  0.09
H 0.192 2.399 1.886  0.07
H 1.448 3.922 -0.957  0.07
H -2.401 -2.825 -2.880  0.08
H -3.725 1.536 -2.989  0.07
H -0.195 -3.874 3.470  0.09
H 2.986 4.232 -0.133  0.09
H 2.463 -2.476 0.670  0.07
H -3.968 -3.410 0.347  0.07
H 4.421 0.828 -1.139  0.07
H -0.177 0.250 0.682  0.08
H 5.159 -0.397 2.148  0.08
H 0.827 4.879 3.118  0.09
H 1.137 -1.002 2.139  0.04
H -2.402 0.005 -1.738  0.01
H 3.106 -0.951 0.065  0.08
H 2.965 4.149 -1.868  0.09
H 3.998 0.874 1.786  0.06
H 1.800 3.088 1.999  0.07
H -1.039 -2.214 -1.888  0.05

For each record above, in turn, the calculated maximum force values are 0.356, 0.068, 0.050, 0.056, 0.017 Eh/bohr.